The following is a DFT calculation (ωB97M-V/def2-TZVPD) of C40H73ClN5NbO3PS2 as an isolated structure at a distorted geometry.

CARTESIAN COORDINATES (ANGSTROEM)
C 5.902 3.024 0.876
C 5.870 1.497 1.385
C 4.515 0.735 0.960
C 4.459 -0.799 1.428
N 3.731 -1.721 0.506
C 2.448 -1.137 -0.008
C 1.277 -2.258 -0.187
C 0.259 -2.285 1.050
C -0.669 -0.965 1.173
Nb -2.056 -0.760 -0.643
C -2.848 1.206 0.229
C -2.594 2.445 -0.815
C -1.590 3.562 -0.241
C -0.571 3.931 -1.456
O 0.258 2.753 -1.688
C 1.158 2.976 -2.818
C -3.791 -1.884 0.422
O -5.110 -1.334 0.135
C -5.836 -2.046 -0.829
C -5.338 -3.153 -1.777
C -6.191 -3.866 -2.855
C -7.683 -3.410 -3.020
C -8.254 -2.304 -2.068
C -7.347 -1.625 -0.996
P -3.363 -0.492 -2.818
O -2.325 0.305 -3.977
Cl -5.017 0.815 -2.638
C 4.582 -2.253 -0.558
S 4.433 -3.851 -1.111
S 5.940 -1.257 -1.393
C 7.417 -2.400 -1.602
C 7.531 -2.718 -3.186
C 9.019 -2.366 -3.718
H 6.900 3.477 1.207
H 5.854 3.123 -0.268
H 5.037 3.653 1.290
H 6.759 0.878 1.015
H 5.923 1.507 2.539
H 4.336 0.889 -0.160
H 3.661 1.281 1.509
H 5.537 -1.179 1.502
H 3.994 -0.902 2.474
H 2.002 -0.360 0.720
H 2.604 -0.665 -1.042
H 1.807 -3.289 -0.186
H 0.782 -2.174 -1.214
H 0.899 -2.309 2.017
H -0.375 -3.253 1.063
H -0.026 -0.023 1.259
H -1.298 -1.023 2.143
H -1.372 -2.322 -1.266
H -0.696 0.212 -1.427
H -3.991 1.127 0.338
H -2.394 1.481 1.244
H -2.206 2.029 -1.813
H -3.603 2.951 -1.040
H -1.024 3.224 0.700
H -2.153 4.539 -0.016
H -1.195 4.171 -2.399
H 0.094 4.836 -1.192
H 0.895 2.333 -3.726
H 2.216 2.728 -2.421
H 1.067 4.083 -3.105
H -3.703 -3.021 0.333
H -3.595 -1.654 1.544
H -4.242 -3.482 -1.688
H -5.786 -4.697 -3.537
H -8.319 -3.898 -3.833
H -9.325 -1.942 -2.163
H -7.761 -0.795 -0.318
H -1.419 0.352 -3.597
H 8.347 -1.910 -1.165
H 7.248 -3.398 -1.071
H 6.795 -2.064 -3.791
H 7.222 -3.803 -3.399
H 9.110 -2.822 -4.760
H 9.799 -2.749 -2.979
H 9.094 -1.222 -3.853
C -13.432 -2.174 -1.213
C -13.589 -0.681 -0.948
C -12.523 0.167 -1.643
C -11.177 -0.093 -1.123
N -10.120 -0.301 -0.719
H -12.489 -2.555 -0.812
H -14.244 -2.728 -0.737
H -13.460 -2.387 -2.285
H -13.569 -0.503 0.132
H -14.574 -0.366 -1.306
H -12.761 1.225 -1.494
H -12.546 -0.013 -2.722
C 3.893 1.294 5.873
C 3.257 2.316 4.939
C 1.792 2.012 4.623
C 1.633 0.768 3.865
N 1.508 -0.210 3.271
H 3.923 0.300 5.419
H 4.921 1.585 6.105
H 3.340 1.225 6.814
H 3.840 2.370 4.013
H 3.315 3.302 5.411
H 1.377 2.838 4.038
H 1.212 1.959 5.550
C -7.005 1.650 2.327
C -7.165 3.142 2.593
C -6.090 3.991 1.913
C -4.751 3.729 2.449
N -3.699 3.515 2.862
H -6.068 1.268 2.740
H -7.824 1.095 2.793
H -7.020 1.438 1.255
H -7.159 3.319 3.674
H -8.146 3.459 2.223
H -6.329 5.049 2.060
H -6.100 3.811 0.834
C 12.887 -2.372 -1.286
C 12.893 -1.331 -0.173
C 11.493 -0.985 0.334
C 10.676 -0.327 -0.691
N 10.034 0.184 -1.496
H 12.369 -2.003 -2.176
H 13.911 -2.619 -1.576
H 12.396 -3.293 -0.960
H 13.401 -0.428 -0.526
H 13.481 -1.721 0.664
H 11.584 -0.317 1.196
H 10.988 -1.890 0.687

Atomic forces in eV per Å
C 0.4 -0.3 -0.1
C -0.8 -0.2 0.2
C -0.2 0.9 0.8
C 1.0 0.5 0.1
N 1.7 0.9 -1.5
C -2.4 -0.4 -0.8
C 0.8 -1.0 0.4
C 0.3 0.5 0.6
C 0.8 0.1 -0.3
Nb -0.6 0.3 3.4
C -0.5 1.3 -0.3
C -0.3 -0.1 0.5
C 0.4 0.3 -1.6
C -0.6 -0.4 1.1
O 0.1 1.6 -1.1
C 0.1 0.3 0.7
C 1.0 -0.5 0.9
O -1.2 -2.5 -1.9
C -3.2 -0.8 -2.3
C -1.3 0.1 -0.2
C -2.6 3.3 2.2
C 2.5 1.2 2.5
C 3.9 -0.8 0.4
C 1.1 -2.4 -2.0
P 1.1 1.2 -1.7
O -0.5 -0.7 0.9
Cl 0.5 -0.1 -0.1
C -0.2 -1.8 0.1
S 0.0 2.2 0.9
S -0.2 -0.6 1.7
C -0.6 -1.1 -1.0
C 0.6 0.6 -0.2
C -1.3 0.1 -0.3
H -1.5 -0.4 -0.4
H 0.1 -0.4 1.7
H 1.2 -1.0 -0.4
H -1.1 1.1 0.3
H 0.0 0.0 -1.7
H 0.3 -0.5 1.5
H 1.1 -0.7 -1.0
H -1.4 0.4 0.0
H 0.5 0.3 -1.6
H 1.2 -1.2 -1.1
H -0.1 -0.4 1.6
H -0.8 1.6 -0.1
H 0.5 0.2 1.6
H -0.8 -0.2 -1.5
H 0.9 1.6 -0.3
H -0.7 -1.3 0.1
H 0.8 0.1 -1.5
H 0.0 -0.6 -0.4
H 0.0 -0.3 -0.6
H 1.5 0.0 0.1
H -0.8 -0.4 -1.3
H -0.5 0.8 1.5
H 1.5 -0.7 0.3
H -0.8 0.5 -1.5
H 0.8 -1.5 -0.1
H 0.9 -0.3 1.3
H -0.9 -1.2 -0.4
H 0.3 0.7 1.3
H -1.6 0.4 -1.0
H 0.5 -1.6 0.2
H -0.7 1.4 0.1
H -0.4 -0.2 -1.7
H -1.9 0.6 -0.2
H -0.5 1.6 1.3
H 0.9 0.9 1.4
H 1.7 -0.7 0.1
H 0.7 -1.6 -1.3
H -0.9 0.1 0.1
H -1.4 -0.3 -0.8
H -0.1 1.6 -0.5
H 1.1 -1.0 1.1
H 0.6 1.5 0.4
H 0.3 0.5 1.5
H -0.9 0.5 -1.2
H 0.1 -1.8 0.5
C 0.0 -0.1 0.1
C -0.2 -0.3 0.1
C -0.3 0.2 0.1
C 0.2 0.0 -0.1
N -0.7 0.3 0.1
H 0.0 0.0 -0.1
H 0.1 0.0 -0.1
H 0.0 0.0 0.1
H 0.0 0.1 -0.1
H 0.1 0.1 0.0
H 0.2 -0.1 0.0
H 0.2 0.0 0.1
C 0.1 0.0 0.0
C 0.3 -0.1 0.2
C 0.1 0.4 -0.1
C -0.2 -0.1 0.0
N 0.3 0.4 0.4
H -0.1 0.1 0.0
H -0.1 -0.1 0.0
H 0.0 0.0 0.0
H -0.1 0.0 0.0
H -0.1 0.0 -0.1
H -0.1 -0.2 0.0
H 0.0 -0.1 -0.1
C 0.0 -0.1 0.1
C -0.2 -0.4 0.1
C -0.3 0.2 0.1
C 0.2 0.0 -0.1
N -0.3 0.1 0.1
H 0.0 0.0 -0.1
H 0.1 0.0 -0.1
H 0.1 0.0 0.1
H 0.0 0.1 -0.1
H 0.1 0.1 0.0
H 0.2 0.0 0.0
H 0.2 -0.1 0.1
C 0.0 0.0 -0.1
C 0.3 -0.2 -0.2
C 0.2 0.1 0.2
C -0.2 0.0 0.0
N 0.3 -0.1 0.2
H 0.0 0.0 0.1
H -0.1 0.0 0.0
H 0.0 0.0 0.0
H -0.1 0.0 0.1
H -0.1 0.1 0.0
H -0.2 0.0 -0.1
H -0.1 0.1 -0.1

As for the net charge: -1. As for the multiplicity: 1. As for the HOMO energy: -3.86 eV. As for the total energy: -101275.18590 eV. Its LUMO energy is 1.80 eV.